A 5-piece molecular cluster, C3H16NO4 overall in a non-equilibrium geometry, computed with the ωB97M-V functional and the def2-TZVPD basis.

```
24
Properties=species:S:1:pos:R:3:mulliken_spin:R:1
C 2.150 1.299 1.470 -0.025
C 2.394 -0.202 1.144 -0.008
C 3.128 -1.075 -1.039 0.712
N 2.176 -0.495 -0.239 0.272
H 1.088 1.479 1.530 0.021
H 2.547 1.901 0.656 0.007
H 2.687 1.485 2.399 -0.005
H 1.720 -0.800 1.767 0.008
H 3.426 -0.391 1.432 0.017
H 2.788 -1.461 -1.981 0.011
H 4.129 -1.111 -0.640 0.028
H 1.241 -0.337 -0.626 -0.041
H -5.059 -1.045 0.823 0.000
H -5.468 0.207 1.471 0.000
O -4.699 -0.165 1.013 0.000
H -1.960 0.018 -4.128 0.000
H -1.854 -1.329 -3.468 0.000
O -1.431 -0.462 -3.484 0.000
H -2.139 1.495 1.776 0.000
H -2.718 0.105 1.320 0.000
O -1.922 0.652 1.375 0.001
H -0.787 -0.328 -1.562 0.000
H -1.044 0.375 -0.161 0.000
O -0.391 0.186 -0.847 0.000
```

As for the HOMO energy (alpha / beta): -4.641 / -8.668 eV. As for the orbital gap (alpha / beta): 4.7 / 8.8 eV. As for the spin multiplicity: 2. For the energy above the lowest of the compared OMol25 structures with the same formula, charge and spin, the calculation gives 0.000 eV.